# 1
Entry from the Open Molecules 2025 dataset: an isolated molecule of C19H19FN4O (ωB97M-V/def2-TZVPD).

Each line ends with the natural charge from an NBO analysis.
Geometry (Å):
H 3.906 -0.684 -5.139  0.228
C 0.460 0.710 -1.807  -0.217
H -2.002 -0.079 -2.215  0.202
H -1.094 -2.399 1.046  0.233
C 2.107 -0.382 -4.065  0.392
H -0.125 -2.460 -1.776  0.167
H -0.999 -0.743 -5.274  0.212
C 0.803 -0.234 -0.652  -0.246
H 1.326 1.304 -2.088  0.227
H 2.734 -1.339 -7.238  0.216
C 0.706 -0.386 -4.026  0.089
C -0.138 0.327 3.732  0.269
C -0.878 -1.732 -1.419  -0.233
H -1.775 -2.279 -1.120  0.204
H -3.706 2.528 5.604  0.215
H 0.125 3.069 7.415  0.215
C -0.492 2.621 6.650  -0.215
H -0.328 1.392 -1.465  0.200
C -1.852 2.889 6.612  -0.198
N -0.067 -0.001 -2.949  -0.431
H 1.620 -0.912 -0.949  0.177
C 2.174 -1.076 -6.355  -0.234
H 0.254 -1.371 -7.255  0.214
C -2.087 1.477 4.687  -0.188
H 1.133 1.561 5.723  0.229
N -0.870 -0.280 2.745  -0.485
C -0.721 1.207 4.724  -0.033
H -2.688 1.023 3.915  0.233
C 0.789 -1.097 -6.358  -0.207
C 0.078 -0.753 -5.228  -0.231
N -0.394 -0.973 -0.283  -0.424
F 2.840 -0.071 -2.959  -0.349
C -0.190 -1.806 0.889  -0.278
C 0.017 -0.956 2.090  0.531
N 1.133 0.021 3.669  -0.149
H 0.679 -2.481 0.786  0.193
C -1.227 -0.771 -2.562  -0.210
H -1.610 -1.344 -3.404  0.212
H 1.140 0.355 0.202  0.210
C 0.077 1.783 5.711  -0.185
O 1.247 -0.814 2.603  -0.273
C -2.647 2.317 5.631  -0.216
H -2.292 3.546 7.348  0.214
C 2.829 -0.709 -5.195  -0.277

Summary:
E = -30735.6522 eV
SMILES = Fc1ccccc1N1CCN(Cc2nc(-c3ccccc3)no2)CC1
largest force on an atom = 1.2 eV/Å



# 2
Entry from the Open Molecules 2025 dataset: an isolated molecule of C4H5NO2 (ωB97M-V/def2-TZVPD).

Each line ends with the natural charge from an NBO analysis.
Geometry (Å):
C 0.152 -1.080 1.051  -0.227
H 0.924 0.689 2.136  0.207
H 0.478 -1.697 0.215  0.203
H 1.586 0.473 0.426  0.225
H -0.191 -1.622 1.932  0.212
O 1.028 0.411 -1.847  -0.486
C 0.817 0.233 1.154  -0.245
C -1.067 0.402 -0.559  0.580
O -2.256 0.433 -0.785  -0.484
N -0.575 0.154 0.730  -0.468
H -0.741 0.984 -2.662  0.137
C -0.154 0.621 -1.792  0.345

Summary:
E = -9811.9628 eV
SMILES = O=CC(=O)N1CC1
largest force on an atom = 0.7 eV/Å



# 3
Entry from the Open Molecules 2025 dataset: the ion C9H8N3 with charge +1 (ωB97M-V/def2-TZVPD).

Each line ends with the natural charge from an NBO analysis.
Geometry (Å):
H 1.946 -2.132 -2.258  0.469
H 1.784 2.244 -0.530  0.240
C 0.130 2.409 0.913  -0.170
H 0.256 -3.282 -1.306  0.263
C -0.749 -0.067 -0.077  0.031
C 0.613 0.403 -0.329  -0.057
N -2.128 0.051 -2.369  -0.239
C -1.449 0.479 1.102  -0.233
H -1.356 2.128 2.485  0.249
N 1.352 -1.578 -1.530  -0.523
H -1.253 -2.169 0.177  0.445
H 2.293 0.506 -1.606  0.266
C -1.676 0.034 -1.319  0.206
C 1.000 1.760 0.100  -0.180
C 0.222 -2.166 -1.094  0.370
N -0.503 -1.543 -0.220  -0.492
H -2.126 -0.245 1.570  0.242
C 1.517 -0.184 -1.207  0.009
H 0.162 3.409 1.190  0.234
C -1.019 1.646 1.576  -0.130

Summary:
net charge = +1
E = -13923.0002 eV
SMILES = N#C[C@]12C=CC=CC1=C[NH+]=CN2
largest force on an atom = 5.0 eV/Å



# 4
Entry from the Open Molecules 2025 dataset: a cluster of 2 separate species, C26H44BClFNO9PS in total (ωB97M-V/def2-TZVPD).

Each line ends with the Löwdin charge.
Geometry (Å):
F 1.417 0.494 -1.427  -0.125
C -5.972 0.063 -0.873  -0.571
C -3.027 0.651 0.809  -0.036
H 4.520 2.317 3.436  0.074
C -0.664 2.111 4.613  -0.737
C -6.180 0.062 -2.400  -0.060
O 2.764 -2.043 -2.024  -0.141
O 2.527 2.609 -1.313  -0.221
H -2.014 0.892 -1.896  0.085
N 7.202 0.119 -1.417  -0.139
H -5.799 1.528 0.750  0.089
H 0.155 1.552 2.690  -0.001
H -4.895 -0.975 0.628  0.115
P 6.124 1.072 -0.517  0.905
H 3.004 1.465 3.271  0.047
H -4.766 -1.695 -0.944  0.103
C -6.054 1.483 -0.306  -0.051
O 5.787 2.327 -1.504  -0.252
H -3.376 0.110 1.687  0.100
H -5.474 2.199 -0.886  0.072
C 2.717 -3.458 -1.967  -0.167
O 0.449 -4.359 -1.485  -0.070
H 0.213 3.873 5.632  0.045
C -0.464 -3.339 -1.218  -0.283
H 2.877 -3.812 -0.943  0.137
C 4.036 1.495 2.908  0.007
H 0.564 -2.664 0.532  0.097
C -0.287 -2.507 -0.119  0.003
C 2.910 -0.641 0.891  -0.559
H -0.564 3.164 2.697  0.070
H -5.840 -0.895 -2.799  0.079
H -5.663 0.880 -2.897  0.067
H -1.716 -3.841 -2.883  0.115
H -7.091 1.819 -0.393  0.077
H 4.510 0.542 3.140  0.077
H -1.393 4.141 4.916  0.055
C 3.970 -1.537 -2.563  -0.207
H 5.023 0.261 -2.754  0.104
O 4.434 -2.357 1.715  0.171
H 2.339 -1.113 0.083  0.094
H 1.634 -4.949 -3.031  0.121
C -2.306 -1.255 -0.703  -0.161
C 4.171 -0.091 -2.167  -0.108
C 4.511 0.122 -0.662  -0.443
H 3.888 -1.560 -3.659  0.134
H -1.026 -0.860 0.993  0.095
H -7.300 -1.667 -0.816  0.082
H -3.342 1.886 -1.380  0.074
C 4.141 -1.495 0.971  -0.506
H 4.834 -2.155 -2.308  0.121
H -3.523 1.619 0.814  0.078
H 0.977 -3.309 -3.192  0.132
H -8.088 -0.125 -0.421  0.074
H 3.327 0.499 -2.505  0.105
C 0.029 2.451 3.277  -0.130
H 5.918 3.125 -0.980  0.048
C -2.469 -2.138 -1.786  -0.029
H -3.321 -2.016 -2.445  0.106
Cl 1.831 -0.691 2.267  0.830
H -7.038 -0.887 0.772  0.083
C -7.181 -0.716 -0.294  -0.074
C -4.728 -0.739 -0.424  -0.107
H 6.796 -0.579 -2.030  0.032
C 3.417 0.702 0.292  -0.286
H -3.580 0.570 -2.593  0.066
H -7.246 0.152 -2.611  0.076
C -3.305 -0.105 -0.494  -0.442
H -1.231 3.202 6.413  0.050
C -0.773 3.412 5.444  -0.128
C -1.202 -1.478 0.126  0.000
C -3.084 0.872 -1.675  -0.024
H 3.522 -3.893 -2.568  0.120
O 4.375 3.035 0.913  0.104
O -1.883 1.579 4.387  -0.332
C 1.403 -4.030 -2.490  -0.160
H 7.821 -0.325 -0.753  0.030
S 2.047 1.563 -0.472  0.652
H 1.031 2.897 3.436  0.052
O 1.100 1.861 0.547  -0.225
H 0.069 1.460 5.174  0.098
H 4.121 3.702 1.563  0.129
C -1.570 -3.168 -2.047  -0.007
B 3.978 1.807 1.377  -0.563
O 4.920 -1.133 -0.077  -0.005
H -1.969 0.856 0.946  0.072

Summary:
net charge = -1
E = -83635.1126 eV
largest force on an atom = 1.4 eV/Å